(1)
C34H34Br2F6N2O3PtTe as an isolated structure, computed with the ωB97M-V functional and the def2-TZVPD basis.

Values from the calculation:
* net charge: +1
* maximum force: 0.428 eV/A
* expectation value of S²: 8.80
* energy relative to the best compared isomer or geometry (same formula, charge and spin): 6.76 kcal/mol
* E_HOMO (alpha / beta): -0.3898 / -0.4158 hartree
* HOMO-LUMO gap (alpha / beta): 7.2 / 5.7 eV
* spin multiplicity: 6

```
83
Properties=species:S:1:pos:R:3:forces:R:3:mulliken_charge:R:1
Pt 0.742794 0.687538 -0.482316 0.189 -0.066 0.186 2.25
C 3.577792 1.538180 1.345755 0.002 -0.009 0.007 -1.46
C 2.521187 0.949150 2.220022 -0.039 -0.002 0.029 0.90
C 2.726274 0.877286 3.613561 0.018 0.001 -0.034 -0.87
C 1.787051 0.311837 4.425082 0.013 0.000 0.045 -0.78
C 0.603912 -0.200598 3.859384 -0.048 0.009 -0.028 0.81
C -0.454457 -0.817396 4.602474 0.010 -0.013 0.057 0.13
Br -0.320684 -0.989554 6.454442 -0.004 0.004 -0.042 -0.12
C -1.597250 -1.302478 3.984348 -0.003 0.007 0.024 -0.49
C -1.749529 -1.194443 2.619448 -0.008 -0.018 -0.062 -0.23
Br -3.282025 -1.836310 1.780380 0.038 0.009 0.020 -0.07
C -0.740404 -0.578056 1.799247 -0.060 -0.006 -0.004 0.31
O -0.884516 -0.469835 0.565033 -0.063 0.077 -0.006 -0.45
C 0.461003 -0.084457 2.475135 0.058 0.027 0.062 -0.10
N 1.402449 0.474885 1.691783 -0.030 -0.011 0.006 -0.30
H 3.817632 2.546791 1.684478 -0.014 0.006 -0.009 0.38
H 3.258025 1.593823 0.311276 0.008 -0.010 -0.010 0.12
H 4.486855 0.937796 1.422309 0.000 0.005 0.006 0.46
H 3.643557 1.276896 4.023702 -0.005 0.001 0.007 0.50
H 1.942973 0.254194 5.493304 0.001 0.002 -0.004 0.40
H -2.374350 -1.762355 4.577960 0.003 -0.001 0.002 0.47
C 3.192948 -1.020639 -2.569533 -0.029 -0.031 -0.009 -1.28
C 1.749078 -1.470400 -2.497143 0.004 -0.040 -0.059 0.90
O 1.369917 -2.463838 -3.157182 -0.107 0.061 0.096 -0.49
N 0.947262 -0.757309 -1.727572 0.254 0.207 -0.276 -0.27
Te -1.231878 -2.471524 -2.572231 -0.220 -0.078 0.096 0.82
C -2.334478 -4.038868 -3.438361 -0.001 -0.144 -0.165 0.47
C -3.620028 -3.832691 -3.946266 0.011 0.130 0.043 0.97
C -4.359187 -2.525213 -3.823760 0.009 -0.026 -0.022 -1.65
C -4.244695 -4.895263 -4.591910 -0.002 -0.050 0.007 -1.03
C -3.633445 -6.132527 -4.734627 -0.004 0.000 -0.001 0.59
C -4.321185 -7.263805 -5.445056 0.007 0.012 0.002 -1.56
C -2.363308 -6.312036 -4.191446 -0.033 -0.008 -0.005 -0.93
C -1.699369 -5.286352 -3.540612 0.086 0.037 0.070 0.67
C -0.323884 -5.524507 -2.971466 -0.027 0.011 -0.023 -1.67
C -1.500003 -1.067563 -4.106413 0.087 -0.030 -0.051 0.73
C -1.160922 -1.404137 -5.421929 0.007 -0.047 0.036 0.57
C -0.586540 -2.736267 -5.826549 0.000 0.026 0.009 -1.66
C -1.390661 -0.454440 -6.412194 0.030 0.032 -0.006 -0.86
C -1.928316 0.792970 -6.129636 0.000 0.006 -0.027 0.70
C -2.149073 1.808574 -7.215144 0.002 -0.012 0.015 -1.57
C -2.251078 1.090720 -4.809903 -0.013 0.004 0.000 -1.03
C -2.046666 0.181619 -3.782509 -0.064 -0.044 0.024 1.13
C -2.429599 0.579526 -2.383801 0.006 0.067 -0.010 -1.59
H 3.664805 -1.493565 -3.427003 0.005 0.006 0.000 0.34
H 3.705004 -1.331614 -1.658081 0.005 -0.002 -0.004 0.28
H 3.259220 0.063172 -2.650548 0.000 0.001 0.005 0.33
H -4.101827 -1.993545 -2.905585 -0.009 0.006 0.003 0.16
H -5.434012 -2.700435 -3.812918 0.002 -0.007 -0.007 0.56
H -4.135685 -1.862266 -4.662067 0.014 0.006 0.005 0.30
H -5.244385 -4.749463 -4.985668 0.001 0.003 0.004 0.39
H -5.323319 -6.983106 -5.763634 0.000 0.000 0.000 0.36
H -4.400001 -8.137662 -4.797193 0.000 0.001 0.000 0.37
H -3.754825 -7.563602 -6.328165 -0.002 -0.001 0.001 0.33
H -1.879728 -7.278714 -4.278238 -0.001 0.003 0.001 0.42
H -0.032102 -6.565780 -3.093031 -0.005 -0.002 -0.007 0.45
H -0.290817 -5.298852 -1.902100 0.005 -0.006 0.003 0.28
H 0.432411 -4.904585 -3.458897 -0.002 0.002 0.007 0.32
H -0.016229 -3.201643 -5.024618 0.026 0.008 -0.020 0.08
H 0.088619 -2.607999 -6.671678 -0.019 0.000 -0.016 0.56
H -1.378357 -3.424593 -6.130857 -0.005 -0.005 0.024 0.31
H -1.134028 -0.701593 -7.436365 0.001 0.000 0.004 0.43
H -2.036198 1.365399 -8.202833 -0.002 0.000 0.001 0.38
H -1.428351 2.623698 -7.127452 -0.002 0.000 -0.002 0.32
H -3.145539 2.245166 -7.144777 0.002 0.001 -0.001 0.38
H -2.688403 2.055337 -4.574153 0.004 -0.003 -0.001 0.44
H -3.223833 1.325132 -2.399378 0.006 0.008 -0.014 0.66
H -1.577646 1.027886 -1.866532 -0.034 -0.071 0.048 -0.43
H -2.776314 -0.257730 -1.776953 0.000 0.006 0.023 0.30
C 0.274757 3.538566 -2.082135 0.014 0.014 0.027 -1.85
C 0.460460 3.689042 -0.570985 -0.056 0.033 0.027 1.20
O 1.034307 2.596627 0.055143 -0.037 -0.076 -0.101 -1.06
C 1.423429 4.866510 -0.302012 0.023 -0.011 0.010 0.40
F 0.927479 6.035425 -0.727289 -0.004 -0.001 0.006 -0.25
F 2.576464 4.651008 -0.958959 -0.010 0.000 -0.002 -0.27
F 1.724324 4.996119 0.993317 0.005 -0.006 -0.009 -0.24
C -0.913885 3.943757 0.087664 0.001 0.007 -0.024 0.46
F -1.588498 4.940926 -0.494775 0.004 0.000 -0.002 -0.28
F -1.671455 2.829179 -0.033999 -0.005 0.007 0.013 -0.13
F -0.823570 4.209557 1.392344 0.001 -0.003 0.005 -0.26
H 1.148058 3.027753 -2.485186 0.012 0.025 -0.013 0.37
H 0.176386 4.507145 -2.569498 -0.034 0.003 0.009 0.50
H -0.616610 2.953209 -2.301938 0.026 -0.040 -0.003 0.29
```
Forces are in eV/Å.

(2)
C34H34Cl2N5O2S2Ti as an isolated structure, computed with the ωB97M-V functional and the def2-TZVPD basis.

Values from the calculation:
* net charge: -1
* maximum force: 0.473 eV/A
* expectation value of S²: 2.00
* energy relative to the best compared isomer or geometry (same formula, charge and spin): 0.00 kcal/mol
* E_HOMO (alpha / beta): -0.0898 / -0.1413 hartree
* HOMO-LUMO gap (alpha / beta): 4.8 / 6.1 eV
* spin multiplicity: 3

```
80
Properties=species:S:1:pos:R:3:forces:R:3:mulliken_charge:R:1
Ti -0.083422 0.311637 -0.003346 -0.379 -0.232 -0.162 1.07
C 1.357051 1.523466 -2.553595 0.008 -0.008 -0.042 -1.41
N 0.076591 0.818984 -2.373754 0.057 0.024 0.175 1.41
C 0.129174 -0.476338 -3.069422 -0.011 -0.024 -0.011 -1.38
C -0.925266 -1.438718 -2.559790 0.020 -0.014 -0.039 -1.45
N -0.630972 -1.858628 -1.188163 0.045 0.142 0.051 1.61
C 0.469573 -2.834276 -1.155155 0.004 0.001 -0.019 -1.41
C -1.760795 -2.446368 -0.495167 -0.034 -0.004 0.089 -0.35
C -2.808327 -3.036054 -1.189955 0.042 0.027 -0.018 -0.33
C -3.861812 -3.641556 -0.519069 -0.027 -0.008 0.018 -0.95
C -3.852194 -3.672155 0.867041 0.020 0.008 0.004 -0.62
C -2.805724 -3.091383 1.565119 -0.003 0.004 -0.058 -0.78
C -1.742267 -2.456263 0.913553 -0.069 -0.028 -0.034 0.66
S -0.467232 -1.675483 1.816278 0.084 0.178 -0.084 -0.55
C -1.052691 1.615354 -2.856778 -0.085 0.022 0.015 -0.59
C -0.941582 2.249640 -4.091691 0.013 -0.013 0.005 -0.42
C -1.969974 3.011805 -4.618669 0.002 0.013 -0.009 -0.99
C -3.148840 3.129365 -3.888551 -0.012 -0.027 0.041 -0.63
C -3.274811 2.493450 -2.669948 0.040 0.015 -0.061 -1.17
C -2.241449 1.714590 -2.105096 0.025 0.047 -0.070 0.90
S -2.509068 0.954563 -0.568543 0.099 -0.112 0.069 -0.36
H 1.673583 1.551850 -3.604322 -0.009 -0.008 -0.005 0.42
H 2.126481 1.012905 -1.975170 -0.008 -0.002 0.001 0.32
H 1.263446 2.533184 -2.168452 -0.002 0.006 -0.004 0.34
H 1.128247 -0.892243 -2.920417 0.005 0.002 0.014 0.48
H 0.001101 -0.333924 -4.150966 -0.001 0.011 -0.014 0.41
H -0.976527 -2.299345 -3.244044 -0.002 -0.013 0.008 0.45
H -1.894384 -0.938815 -2.557910 -0.010 0.003 0.002 0.63
H 0.178307 -3.760699 -1.669121 -0.007 0.002 -0.011 0.31
H 0.713931 -3.047163 -0.115879 -0.001 -0.004 0.002 0.25
H 1.357629 -2.430459 -1.637809 0.006 0.014 0.009 0.34
H -2.821854 -3.013069 -2.271805 0.001 -0.003 0.003 0.31
H -4.681559 -4.074797 -1.078736 0.003 -0.003 0.003 0.37
H -4.667680 -4.135394 1.410460 -0.003 -0.001 -0.008 0.36
H -2.805155 -3.095137 2.648059 0.007 0.011 0.003 0.37
H -0.022738 2.150762 -4.657742 -0.005 0.001 -0.002 0.26
H -1.851788 3.504738 -5.575612 -0.003 -0.005 0.002 0.38
H -3.973704 3.719574 -4.272759 0.008 0.000 -0.001 0.39
H -4.192128 2.582143 -2.100969 0.004 -0.006 0.015 0.51
C 4.081295 -0.958958 3.294630 0.002 0.003 -0.018 -0.91
N 3.568660 -0.710824 1.963634 0.018 0.021 0.036 0.29
C 4.066521 -1.202968 0.780729 0.016 -0.015 0.011 -0.84
C 3.177757 -0.825434 -0.179935 0.002 0.040 0.022 -0.45
N 2.143511 -0.126392 0.390071 0.031 0.024 0.016 0.43
C 2.415709 -0.072191 1.674916 -0.025 -0.050 0.032 -0.90
H 5.136968 -1.213490 3.230041 0.008 0.011 -0.001 0.33
H 3.542023 -1.779560 3.767647 0.002 -0.007 0.000 0.29
H 3.973808 -0.062874 3.902842 -0.016 -0.002 0.001 0.34
H 4.987386 -1.757875 0.738227 -0.004 -0.001 -0.010 0.43
H 3.223204 -1.011667 -1.240093 0.004 -0.012 0.001 0.43
H 1.781655 0.389971 2.417789 -0.002 -0.002 -0.011 0.51
Cl -3.214635 1.476757 2.878132 -0.011 0.028 0.039 -0.11
C -1.974237 1.740620 4.049531 -0.023 -0.024 -0.047 0.73
C -1.302388 0.629357 4.528389 0.003 -0.009 0.008 -0.55
C -0.340743 0.765412 5.513219 0.007 -0.027 0.012 -0.57
C -0.047243 2.021213 6.019984 0.012 0.035 0.013 -0.60
C -0.693578 3.123469 5.495288 -0.023 -0.017 0.000 0.89
Cl -0.283893 4.705433 6.120191 0.015 0.012 0.018 -0.28
C -1.660232 3.035848 4.483180 0.037 0.095 0.034 -0.96
N -2.253621 4.192914 3.992380 -0.105 -0.187 -0.061 0.05
C -2.625309 4.445945 2.645872 0.083 0.041 -0.052 -0.07
C -3.925294 4.879285 2.391302 0.003 -0.015 0.039 -0.40
C -4.345361 5.145267 1.102020 -0.015 0.012 -0.020 -0.78
C -3.471438 4.949250 0.040497 -0.017 0.001 -0.015 -0.59
C -2.176231 4.537170 0.290528 0.002 -0.015 0.044 -0.69
C -1.718026 4.316552 1.589803 -0.027 0.058 0.021 0.74
C -0.253999 3.978075 1.780686 -0.073 -0.003 -0.033 -1.11
C 0.048084 2.630762 1.150158 0.063 -0.114 0.020 0.72
O 0.403915 2.566293 -0.053257 -0.022 0.047 -0.002 -0.46
O -0.124855 1.585816 1.832237 0.165 0.033 0.000 -0.08
H -1.521025 -0.335851 4.090660 -0.010 0.010 -0.006 0.45
H 0.177425 -0.109449 5.884822 -0.005 0.011 0.002 0.43
H 0.687404 2.160395 6.801671 -0.003 0.000 -0.006 0.40
H -2.414669 4.927661 4.657414 0.076 0.037 -0.018 0.29
H -4.613247 4.964132 3.224599 0.006 -0.007 -0.005 0.42
H -5.362440 5.472126 0.922749 0.002 -0.007 0.002 0.36
H -3.797206 5.103730 -0.980374 0.000 0.005 0.007 0.48
H -1.490554 4.370449 -0.532590 0.002 0.000 0.009 0.34
H 0.016461 3.953959 2.832771 -0.018 -0.001 0.054 0.28
H 0.343590 4.740584 1.279150 0.019 -0.026 -0.014 0.53
```
Forces are in eV/Å.